Record 1
Formula: C52H98F6O37
Source: the Open Molecules 2025 dataset
Level of theory: ωB97M-V/def2-TZVPD

## Properties
Energy above the lowest of the compared OMol25 structures with the same formula, charge and spin = 24.2 kJ/mol
HOMO energy = -10.62 eV
Max |F| = 2.097 eV/Å
HOMO-LUMO gap = 11.07 eV

```
! RIJCOSX wB97M-V def2-TZVPD def2/J DEFGRID3
* xyz 0 1
C -3.07582 3.76587 6.49017
C -2.32694 2.47156 6.24625
O -1.82615 2.48849 4.90747
C -0.62274 2.01261 4.58522
O 0.00533 1.28669 5.29913
O -0.33175 2.40755 3.35873
C 0.82694 1.86907 2.74591
H -3.61598 3.75709 7.43594
H -3.86126 3.82077 5.73044
H -2.47050 4.66187 6.38572
H -2.92864 1.57021 6.32956
H -1.48450 2.47192 6.94237
H 0.84744 0.77836 2.70979
H 1.74131 2.17593 3.25430
H 0.81533 2.15808 1.70218
C -4.19691 0.72528 -4.17065
C -2.87514 1.35154 -4.54282
O -2.98822 2.08923 -5.73456
C -1.85847 2.46266 -6.31149
O -0.75065 2.28863 -5.89035
O -2.14511 3.16295 -7.39463
C -1.05299 3.74067 -8.07161
H -4.10591 0.31200 -3.16327
H -4.43625 -0.13867 -4.79116
H -5.00650 1.45233 -4.17410
H -2.17202 0.51997 -4.66057
H -2.45746 1.89103 -3.69018
H -0.62213 3.03867 -8.78914
H -0.25239 4.06825 -7.40914
H -1.40025 4.60883 -8.62628
C -1.28260 4.97021 1.91136
C -1.81515 4.16563 0.77132
O -2.94950 4.87596 0.26987
C -3.64575 4.34789 -0.70729
O -3.44663 3.26310 -1.19370
O -4.61013 5.19970 -1.02607
C -5.50559 4.80663 -2.05853
H -0.35748 4.53973 2.29207
H -1.95155 4.99488 2.77276
H -1.03617 5.99399 1.62923
H -2.12027 3.15528 1.05758
H -1.06227 4.03373 -0.00670
H -6.56658 4.92041 -1.83812
H -5.35507 3.80316 -2.43526
H -5.33984 5.49241 -2.89842
C 3.05275 1.50211 6.83061
C 4.12829 1.25344 5.77070
O 3.64337 0.33981 4.79274
C 3.97169 0.54446 3.52211
O 4.71604 1.37330 3.09889
O 3.40365 -0.39514 2.77347
C 2.67668 -1.47734 3.34183
H 2.35079 0.67592 6.86851
H 2.54823 2.43066 6.54546
H 3.47904 1.77298 7.79547
H 5.02934 0.86122 6.25447
H 4.44024 2.18381 5.29567
H 1.79036 -1.14518 3.88968
H 3.27747 -2.15864 3.93340
H 2.22116 -1.95994 2.47406
C 6.31940 -9.57263 2.34597
C 5.53284 -8.64808 3.24470
O 4.97264 -7.60934 2.44866
C 4.03066 -6.87873 3.00465
O 3.55865 -7.04478 4.08877
O 3.64589 -5.98173 2.10632
C 2.83926 -4.91696 2.64057
H 6.59005 -10.50949 2.82604
H 7.27749 -9.12504 2.05612
H 5.80893 -9.70322 1.39090
H 6.16760 -8.26576 4.04383
H 4.68922 -9.19559 3.67048
H 2.78472 -4.12249 1.89009
H 3.28144 -4.48397 3.52889
H 1.81649 -5.28794 2.61927
C -5.27254 2.72872 3.35795
C -5.26215 1.63498 4.39468
O -5.85831 0.43024 3.85267
C -5.81020 -0.59075 4.71400
O -5.52393 -0.47758 5.86809
O -6.11277 -1.69214 4.04630
C -5.92315 -2.93500 4.70099
H -6.30288 2.95547 3.06180
H -4.79745 2.43070 2.42463
H -4.83932 3.63420 3.77004
H -5.78625 1.90443 5.30910
H -4.22184 1.37502 4.59531
H -6.73913 -3.58189 4.38271
H -6.05694 -2.82930 5.77574
H -4.97545 -3.39045 4.43273
C -9.73680 -1.54386 -3.84566
C -9.67848 -1.71982 -2.34170
O -8.67322 -0.83876 -1.83528
C -8.47129 -0.78790 -0.52145
O -9.00109 -1.48328 0.29324
O -7.56413 0.15720 -0.29489
C -7.16725 0.30763 1.05623
H -10.20174 -0.61282 -4.17511
H -10.36403 -2.31722 -4.28736
H -8.69984 -1.56934 -4.17823
H -9.36104 -2.74913 -2.14874
H -10.62055 -1.57280 -1.81280
H -6.27791 0.91734 1.18462
H -6.87903 -0.65093 1.48949
H -7.96664 0.75797 1.64363
C -1.32052 -2.55960 3.28997
C -1.17205 -3.10460 1.87887
O -0.57189 -4.41080 2.00617
C -0.33467 -5.04733 0.86610
O -0.20469 -4.57663 -0.23061
O -0.07677 -6.32772 1.15129
C 0.31523 -7.17263 0.08331
H -2.10694 -1.80377 3.30696
H -0.39161 -2.04614 3.53971
H -1.52119 -3.32713 4.03121
H -0.51361 -2.46772 1.29109
H -2.10424 -3.17250 1.31726
H 0.63214 -8.10666 0.55146
H 1.24077 -6.85477 -0.40484
H -0.48129 -7.36764 -0.62887
C -2.97184 0.18503 0.63017
C -2.00451 0.52189 -0.49425
O -1.11324 -0.61741 -0.59416
C 0.17588 -0.49906 -0.33820
O 0.74500 0.44869 0.12755
O 0.75631 -1.63739 -0.68978
C 2.16310 -1.67450 -0.68542
H -2.40315 0.08545 1.55783
H -3.42165 -0.79494 0.46189
H -3.74841 0.94748 0.68119
H -1.48028 1.45151 -0.28773
H -2.47745 0.60950 -1.46923
H 2.65654 -1.31836 -1.59334
H 2.52845 -2.69490 -0.57801
H 2.64784 -1.09326 0.10421
C 4.08560 1.83225 0.19968
C 5.25799 2.76345 0.42800
O 5.61864 3.60413 -0.65650
C 4.95121 4.72497 -0.87649
O 4.05251 5.16433 -0.21242
O 5.46550 5.28471 -1.97084
C 4.71273 6.38412 -2.45349
H 3.12172 2.27673 0.43046
H 4.24237 0.93306 0.78040
H 4.09216 1.53436 -0.85460
H 6.15287 2.19041 0.67171
H 5.11970 3.29470 1.37424
H 3.73435 6.02930 -2.78223
H 5.12592 6.76129 -3.38718
H 4.58230 7.18499 -1.73162
C 1.07561 3.21583 -1.53805
C 0.87675 3.50291 -3.00291
O 2.04224 4.11955 -3.54465
C 1.96611 4.80888 -4.67013
O 1.01635 5.09521 -5.33205
O 3.22793 5.14245 -4.98894
C 3.43325 6.19517 -5.92190
H 1.91741 2.56686 -1.31058
H 0.14941 2.83349 -1.11798
H 1.33524 4.11040 -0.95606
H 0.05637 4.21565 -3.06447
H 0.66740 2.54971 -3.48333
H 4.50221 6.33795 -6.04544
H 2.98689 7.14182 -5.60869
H 2.97896 5.92959 -6.87878
C 5.96718 2.23190 -4.06715
C 4.44374 2.07963 -4.02202
O 4.05306 0.80791 -4.59686
C 4.24507 -0.25190 -3.86528
O 4.52659 -0.30815 -2.71268
C 4.04897 -1.53065 -4.69806
F 4.68859 -1.45937 -5.87249
F 4.39803 -2.62481 -4.04075
F 2.71973 -1.66192 -4.96721
H 6.42423 1.70390 -3.22553
H 6.18660 3.29007 -3.91320
H 6.44558 1.85627 -4.96936
H 4.06814 2.80540 -4.73693
H 4.10430 2.31735 -3.01741
C 1.98215 -4.48122 -2.87880
C 2.54780 -5.55721 -3.78809
O 3.24130 -6.56518 -3.00548
C 4.35782 -6.25069 -2.40795
O 4.98732 -5.26224 -2.61221
C 4.88015 -7.38764 -1.50565
F 5.44338 -8.32994 -2.28977
F 5.75649 -6.92295 -0.64156
F 3.88166 -7.96519 -0.82901
H 1.38471 -4.93659 -2.09071
H 1.23158 -4.00506 -3.51828
H 2.75046 -3.79417 -2.55252
H 3.29407 -5.22263 -4.50809
H 1.72621 -6.05611 -4.29227
*
```


Record 2
Formula: C5H10N
Source: the Open Molecules 2025 dataset
Level of theory: ωB97M-V/def2-TZVPD

## Properties
Energy above the lowest of the compared OMol25 structures with the same formula, charge and spin = 268.3 kJ/mol
HOMO energy = -14.55 eV
Max |F| = 5.810 eV/Å
HOMO-LUMO gap = 10.97 eV

```
! RIJCOSX wB97M-V def2-TZVPD def2/J DEFGRID3
* xyz 1 1
C 0.93034 0.50045 0.12134
C 2.14405 0.60363 0.50898
C -0.49606 1.80347 -0.11663
C -0.01970 -0.45920 -0.53534
C -0.17992 -1.79406 0.07978
N -1.25638 0.54602 -0.42469
H 2.75005 -0.25214 0.69167
H 2.42980 1.56148 0.78586
H -0.84107 2.26320 0.78895
H -0.24028 2.49948 -0.88137
H 0.35051 -0.57059 -1.58085
H -0.43429 -1.86319 1.16483
H 0.75597 -2.31281 0.09928
H -0.84591 -2.51055 -0.51770
H -1.92526 0.43929 0.42160
H -1.84547 0.49974 -1.26662
*
```


Record 3
Formula: C5H11N3O
Source: the Open Molecules 2025 dataset
Level of theory: ωB97M-V/def2-TZVPD

## Properties
Energy above the lowest of the compared OMol25 structures with the same formula, charge and spin = 258.3 kJ/mol
HOMO energy = -9.22 eV
Max |F| = 3.343 eV/Å
HOMO-LUMO gap = 9.91 eV

```
! RIJCOSX wB97M-V def2-TZVPD def2/J DEFGRID3
* xyz 0 1
C 0.08807 -0.72758 0.44696
C -0.09700 0.56978 -0.36472
C 0.38046 0.58377 -1.79603
C 0.12363 1.87086 0.36064
N 1.09929 -1.63400 -0.09390
N 0.44447 -0.51392 1.83468
O -1.78693 0.32384 -0.48094
C -1.34742 -1.31151 0.39403
N -2.10700 -2.12522 0.78360
H -2.40161 0.73631 0.15417
H 0.85691 -1.89325 -1.04895
H 1.03126 -2.50971 0.42139
H 1.45433 -0.40714 1.88570
H 0.17282 -1.33573 2.36860
H -0.38603 1.88110 1.32560
H 1.47639 0.54413 -1.81232
H 0.04905 1.48481 -2.31719
H 0.00435 -0.27422 -2.35521
H 1.19627 2.02516 0.52195
H -0.25131 2.71251 -0.22808
*
```


HOMO-LUMO gap of number 1 (C52H98F6O37)?
11.07 eV


HOMO-LUMO gap of number 2 (C5H10N)?
10.97 eV


What did the second record say?
Formula: C5H10N
Source: the Open Molecules 2025 dataset
Level of theory: ωB97M-V/def2-TZVPD

## Properties
Energy above the lowest of the compared OMol25 structures with the same formula, charge and spin = 268.3 kJ/mol
HOMO energy = -14.55 eV
Max |F| = 5.810 eV/Å
HOMO-LUMO gap = 10.97 eV

```
! RIJCOSX wB97M-V def2-TZVPD def2/J DEFGRID3
* xyz 1 1
C 0.93034 0.50045 0.12134
C 2.14405 0.60363 0.50898
C -0.49606 1.80347 -0.11663
C -0.01970 -0.45920 -0.53534
C -0.17992 -1.79406 0.07978
N -1.25638 0.54602 -0.42469
H 2.75005 -0.25214 0.69167
H 2.42980 1.56148 0.78586
H -0.84107 2.26320 0.78895
H -0.24028 2.49948 -0.88137
H 0.35051 -0.57059 -1.58085
H -0.43429 -1.86319 1.16483
H 0.75597 -2.31281 0.09928
H -0.84591 -2.51055 -0.51770
H -1.92526 0.43929 0.42160
H -1.84547 0.49974 -1.26662
*
```